(1)
Density functional theory data (the ωB97M-V functional and the def2-TZVPD basis) for C30H31N11O2STi as an isolated structure.

Cartesian coordinates (Å):
Ti (-1.496, 0.739, -0.992)
C (0.726, -1.323, -2.467)
C (-0.651, -0.998, -1.957)
N (-1.457, -0.104, -2.661)
N (-2.523, -0.484, -3.475)
C (-3.656, 0.199, -3.329)
N (-4.639, 0.050, -4.216)
S (-3.791, 1.263, -2.007)
C (-1.288, -1.836, -0.950)
C (-0.884, -3.097, -0.504)
C (-1.586, -3.683, 0.527)
C (-2.646, -3.002, 1.131)
C (-2.947, -1.732, 0.687)
N (-2.283, -1.167, -0.326)
H (0.712, -2.162, -3.171)
H (1.408, -1.583, -1.656)
H (1.137, -0.461, -2.992)
H (-2.291, -0.945, -4.345)
H (-4.576, -0.586, -4.993)
H (-5.505, 0.540, -4.073)
H (-0.052, -3.595, -0.983)
H (-1.319, -4.675, 0.870)
H (-3.225, -3.452, 1.924)
H (-3.735, -1.147, 1.143)
N (-1.006, 2.786, -1.551)
C (-0.747, 3.864, -1.846)
C (-0.416, 5.203, -2.210)
C (0.307, 5.991, -1.313)
C (0.629, 7.287, -1.671)
C (0.234, 7.783, -2.908)
C (-0.486, 6.993, -3.796)
C (-0.818, 5.695, -3.454)
H (0.606, 5.589, -0.354)
H (1.188, 7.912, -0.989)
H (0.490, 8.798, -3.182)
H (-0.789, 7.391, -4.754)
H (-1.379, 5.068, -4.132)
N (-2.373, 3.597, 3.562)
N (-2.766, 2.778, 2.520)
N (-4.019, 2.429, 2.269)
C (-3.880, 1.701, 1.186)
N (-2.582, 1.609, 0.818)
N (-1.891, 2.313, 1.680)
H (-3.014, 4.383, 3.598)
H (-2.439, 3.075, 4.430)
H (-4.697, 1.245, 0.653)
C (1.848, -5.801, 0.758)
O (1.536, -4.573, 1.417)
C (2.382, -4.168, 2.397)
C (3.535, -4.837, 2.790)
C (4.323, -4.312, 3.807)
C (3.982, -3.131, 4.447)
C (2.834, -2.459, 4.059)
C (2.055, -2.972, 3.038)
N (0.869, -2.270, 2.627)
C (0.777, -1.286, 1.774)
C (1.764, -0.631, 1.005)
C (3.143, -0.974, 0.955)
C (4.008, -0.284, 0.156)
C (3.531, 0.792, -0.616)
C (2.208, 1.153, -0.596)
C (1.288, 0.450, 0.201)
O (0.026, 0.796, 0.206)
H (1.059, -5.959, 0.028)
H (1.861, -6.631, 1.465)
H (2.808, -5.734, 0.245)
H (3.823, -5.763, 2.316)
H (5.216, -4.845, 4.103)
H (4.600, -2.739, 5.242)
H (2.541, -1.532, 4.536)
H (-0.005, -2.607, 3.009)
H (-0.233, -0.908, 1.647)
H (3.516, -1.790, 1.554)
H (5.054, -0.553, 0.123)
H (4.223, 1.345, -1.239)
H (1.842, 1.978, -1.193)

The charge is +2. The relative energy (zero: lowest compared OMol25 entry of this formula, charge and spin) is 0.0 kJ/mol. The total energy comes out at -86037.4881 eV. As for the HOMO-LUMO gap: 7.39 eV.

Mulliken population analysis, charges in e, atoms 1 to 4: -0.2877, -1.7786, 0.1548, 0.2639



(2)
Density functional theory data (the ωB97M-V functional and the def2-TZVPD basis) for C4H12ClO4Zn as an isolated structure at a distorted geometry.

Cartesian coordinates (Å):
Zn (-3.957, 3.994, 7.647)
Cl (-1.206, 2.810, 4.611)
C (1.666, 1.999, -2.141)
C (2.310, 2.212, -3.583)
O (3.724, 1.928, -3.668)
O (2.461, 2.428, -1.085)
H (1.653, 0.910, -2.096)
H (0.619, 2.302, -2.148)
H (2.174, 3.290, -3.666)
H (1.781, 1.601, -4.314)
H (4.014, 2.183, -4.547)
H (1.922, 2.245, -0.312)
C (-1.118, -2.909, 2.052)
C (-2.329, -2.368, 1.438)
O (-3.011, -3.435, 0.788)
O (-0.302, -3.769, 1.200)
H (-1.300, -3.459, 2.975)
H (-0.543, -2.084, 2.472)
H (-2.096, -1.648, 0.654)
H (-2.905, -1.842, 2.199)
H (-3.935, -3.199, 0.677)
H (0.378, -3.190, 0.849)

The charge is +1. The relative energy (zero: lowest compared OMol25 entry of this formula, charge and spin) is 982.5 kJ/mol. The total energy comes out at -73457.1062 eV. As for the HOMO-LUMO gap: 1.56 eV.

Mulliken population analysis, charges in e, atoms 1 to 4: 0.7544, -0.0341, -0.4039, -0.3857